The following is a quantum chemistry calculation of a structure of composition C40H106F3MnN9O13S in a non-equilibrium geometry, from OMol25.

Each line ends with the Löwdin spin population.
Geometry (Å):
Mn 0.569 -3.438 -0.315  4.721
C -2.204 -3.135 1.855  0.001
C -2.358 -3.966 0.598  0.007
C -3.329 -3.291 -0.393  0.001
O -1.212 -4.553 0.090  0.068
H -3.150 -2.788 2.273  0.000
H -1.454 -2.346 1.771  0.000
H -1.817 -3.816 2.630  0.000
H -2.990 -4.856 0.794  0.001
H -4.319 -3.195 0.060  0.000
H -3.517 -3.876 -1.306  0.000
H -3.002 -2.321 -0.801  0.000
C 1.494 0.914 0.008  0.002
F 2.617 0.753 0.759  0.000
F 1.166 2.212 -0.043  0.001
F 1.711 0.470 -1.233  0.000
S 0.053 -0.042 0.769  0.007
O 0.381 -1.430 0.402  0.042
O 0.094 0.229 2.174  0.003
O -1.085 0.482 0.038  0.002
C -2.048 1.098 6.664  0.000
C -1.171 0.389 5.616  0.000
C -1.738 -0.982 5.282  0.000
O -1.572 -1.796 6.445  0.000
C -2.150 -3.040 6.278  0.000
N -1.087 1.346 4.521  0.000
H -2.914 1.481 6.120  0.000
H -1.496 1.941 7.079  0.000
H -2.349 0.482 7.512  0.000
H -0.174 0.243 6.040  0.000
H -1.156 -1.426 4.464  0.000
H -2.809 -0.940 5.034  0.000
H -1.614 -3.600 5.493  0.000
H -3.202 -2.997 5.986  0.000
H -2.001 -3.697 7.134  0.000
H -0.623 0.987 3.678  0.000
H -2.025 1.605 4.218  0.000
C 1.243 -2.320 3.604  0.000
C 2.233 -2.690 2.513  0.004
C 3.574 -3.152 3.100  0.001
O 4.314 -3.934 2.182  0.000
C 5.389 -4.650 2.735  0.000
N 1.630 -3.821 1.673  0.036
H 0.301 -1.974 3.199  0.000
H 1.793 -1.657 4.274  0.000
H 0.889 -3.182 4.189  0.000
H 2.321 -1.830 1.847  0.000
H 3.330 -3.759 3.987  0.000
H 4.153 -2.259 3.374  0.000
H 6.023 -3.976 3.322  0.000
H 5.946 -5.138 1.937  0.000
H 5.093 -5.481 3.394  0.000
H 2.479 -4.389 1.596  0.003
H 0.931 -4.379 2.160  0.002
C -2.387 4.393 -4.267  0.000
C -1.353 3.649 -5.119  0.000
C -0.191 3.113 -4.300  0.000
O 0.313 4.239 -3.641  0.000
C 1.571 4.019 -3.079  0.000
N -2.016 2.588 -5.899  0.000
H -3.065 4.970 -4.908  0.000
H -1.928 5.164 -3.653  0.000
H -3.023 3.690 -3.730  0.000
H -0.926 4.345 -5.845  0.000
H 0.499 2.603 -4.982  0.000
H -0.550 2.317 -3.625  0.000
H 2.364 4.397 -3.725  0.000
H 1.778 2.988 -2.792  0.000
H 1.579 4.580 -2.143  0.000
H -2.371 1.883 -5.259  0.000
H -2.772 3.004 -6.424  0.000
C -1.265 -4.353 -4.119  0.001
C -0.133 -3.506 -3.549  0.006
C 0.234 -2.378 -4.509  0.000
O 1.098 -1.493 -3.878  0.000
C 1.733 -0.577 -4.699  0.000
N -0.651 -2.982 -2.216  0.037
H -2.177 -3.755 -4.245  0.000
H -1.606 -5.194 -3.512  0.000
H -1.073 -4.746 -5.128  0.000
H 0.759 -4.124 -3.387  0.002
H -0.676 -1.875 -4.845  0.000
H 0.745 -2.912 -5.322  0.000
H 1.089 0.077 -5.303  0.000
H 2.362 -1.082 -5.457  0.000
H 2.448 0.055 -4.174  0.000
H -1.412 -2.272 -2.459  0.002
H -1.264 -3.752 -1.914  0.002
C 5.223 3.020 0.781  0.000
C 6.406 2.877 1.747  0.000
C 7.226 1.684 1.315  0.000
O 6.558 0.483 1.599  0.000
C 7.367 -0.643 1.375  0.000
N 7.158 4.118 1.704  0.000
H 4.645 3.923 0.958  0.000
H 4.542 2.172 0.897  0.000
H 5.586 2.968 -0.248  0.000
H 5.999 2.701 2.744  0.000
H 8.141 1.698 1.927  0.000
H 7.512 1.752 0.257  0.000
H 7.012 -1.445 2.015  0.000
H 8.391 -0.289 1.519  0.000
H 7.307 -1.024 0.347  0.000
H 6.839 4.735 0.978  0.000
H 7.232 4.622 2.570  0.000
C -5.451 1.490 0.692  0.000
C -4.733 1.459 2.054  0.000
C -4.999 0.184 2.836  0.000
O -6.360 -0.156 2.786  0.000
C -6.739 -0.895 3.890  0.000
N -3.299 1.723 1.923  0.000
H -5.025 2.166 -0.046  0.000
H -6.470 1.883 0.821  0.000
H -5.571 0.486 0.273  0.000
H -5.163 2.250 2.681  0.000
H -4.690 0.392 3.867  0.000
H -4.412 -0.654 2.432  0.000
H -7.754 -1.293 3.801  0.000
H -6.585 -0.324 4.805  0.000
H -6.245 -1.883 3.971  0.000
H -2.738 1.088 1.374  0.000
H -3.181 2.681 1.623  0.000
C -3.747 1.234 -3.286  0.000
C -3.589 -0.289 -3.351  0.000
C -3.749 -0.796 -4.778  0.000
O -2.698 -0.318 -5.614  0.000
C -2.991 -0.473 -6.988  0.000
N -2.298 -0.765 -2.863  0.001
H -4.769 1.570 -3.152  0.000
H -3.244 1.669 -4.156  0.000
H -3.088 1.598 -2.493  0.000
H -4.475 -0.769 -2.916  0.000
H -4.722 -0.444 -5.151  0.000
H -3.769 -1.893 -4.839  0.000
H -2.649 0.387 -7.571  0.000
H -4.071 -0.422 -7.162  0.000
H -2.522 -1.387 -7.349  0.000
H -1.572 -0.331 -3.433  0.000
H -2.180 -0.402 -1.921  0.000
C -2.082 6.353 2.641  0.000
C -1.978 4.844 2.622  0.000
C -1.216 4.324 1.405  0.000
O -2.227 4.371 0.365  0.000
C -1.734 4.115 -0.950  0.000
N -1.339 4.467 3.925  0.000
H -2.509 6.776 3.549  0.000
H -2.623 6.709 1.757  0.000
H -1.112 6.865 2.552  0.000
H -2.966 4.388 2.704  0.000
H -0.910 3.279 1.533  0.000
H -0.361 4.954 1.135  0.000
H -1.772 3.047 -1.202  0.000
H -0.777 4.600 -1.134  0.000
H -2.510 4.500 -1.613  0.000
H -0.407 4.894 3.947  0.000
H -1.094 3.473 3.970  0.000
C 4.064 -3.931 -2.424  0.001
C 3.818 -3.115 -1.133  0.005
C 4.885 -2.059 -0.909  0.001
O 4.693 -1.102 -1.923  0.001
C 5.348 0.125 -1.674  0.000
N 2.406 -2.549 -1.321  0.029
H 4.525 -3.256 -3.153  0.000
H 3.174 -4.363 -2.877  0.001
H 4.775 -4.753 -2.296  0.000
H 3.724 -3.810 -0.298  0.001
H 5.878 -2.521 -0.808  0.000
H 4.728 -1.602 0.084  0.000
H 6.427 -0.012 -1.631  0.000
H 4.938 0.553 -0.748  0.000
H 5.041 0.875 -2.405  0.000
H 2.397 -1.529 -1.278  0.002
H 2.300 -2.611 -2.332  0.003

Summary:
highest occupied orbital energy (alpha / beta): -0.276 / -0.293 hartree
E: -133532.19042 eV
Kohn-Sham gap (alpha / beta): 0.28418 / 0.29501 hartree
lowest unoccupied orbital energy (alpha / beta): 0.214 / 0.068 eV
largest force on an atom: 0.048 hartree/bohr
multiplicity: 6

The following is a quantum chemistry calculation of a cluster of 2 separate species, C4H9N2O in total, from OMol25.

Each line ends with the Löwdin charge.
Geometry (Å):
C -1.947 -1.174 1.837  0.002
C -0.925 -0.537 0.978  -0.244
C 0.406 -0.722 0.820  0.020
N 0.857 0.240 -0.066  0.109
C -0.174 0.953 -0.492  -0.052
N -1.254 0.542 0.168  0.152
H -2.939 -0.829 1.549  0.090
H -1.931 -2.257 1.794  0.095
H -1.818 -0.896 2.884  0.101
H 1.107 -1.294 1.395  0.142
H 1.766 0.297 -0.536  0.142
H -0.082 1.774 -1.181  0.163
H -2.188 0.737 -0.167  0.186
H 2.893 -0.099 -2.812  0.069
H 2.837 1.424 -2.559  0.069
O 2.352 0.599 -2.426  -0.043

Summary:
highest occupied orbital energy: -0.513 hartree
net charge: +1
E: -9316.00562 eV
Kohn-Sham gap: 0.40655 hartree
lowest unoccupied orbital energy: -2.893 eV
largest force on an atom: 0.017 hartree/bohr